Entry 1:
{
  "formula": "C28H38CaGeN6O4SSi",
  "method": "the ωB97M-V functional and the def2-TZVPD basis",
  "elements": ["Ge", "Ca", "S", "Si", "O", "O", "O", "O", "N", "N", "N", "N", "N", "N", "C", "C", "C", "C", "C", "C", "C", "C", "C", "C", "C", "C", "C", "C", "C", "C", "C", "C", "C", "C", "C", "C", "C", "C", "C", "C", "C", "C", "H", "H", "H", "H", "H", "H", "H", "H", "H", "H", "H", "H", "H", "H", "H", "H", "H", "H", "H", "H", "H", "H", "H", "H", "H", "H", "H", "H", "H", "H", "H", "H", "H", "H", "H", "H", "H", "H"],
  "positions_angstrom": [[-0.28385, 1.74103, -1.08564], [0.85085, -0.01893, 0.85197], [-1.87488, -5.66280, -1.05232], [-0.76592, -3.48049, -2.79848], [-3.21098, -6.11933, -0.85124], [-1.90487, -4.69090, -2.26397], [-0.80282, -6.59754, -1.20895], [2.11750, -1.24465, -0.44221], [3.70220, -0.22808, -4.67015], [4.88153, 0.52301, -0.36830], [-0.24772, -1.47388, 2.80887], [2.95235, -0.23894, 2.30730], [2.24410, -1.14680, -1.73575], [0.02547, 1.84460, 2.45825], [-1.28691, -3.16344, -4.54441], [3.29414, -0.49497, -2.13761], [3.19008, 1.70669, 3.83994], [-3.07704, 1.54164, -0.16994], [0.83075, 6.20254, 0.30817], [-1.08327, -2.00003, -1.72353], [0.87123, 2.66406, 3.35289], [-5.06722, 1.66277, -1.50776], [3.51568, -0.34899, -3.54320], [1.32928, 4.23634, -0.99282], [-1.43293, -4.57307, 0.26863], [1.67959, 5.50111, -0.53797], [-0.71990, 4.36620, 0.21873], [-0.37751, 5.63168, 0.68200], [-2.89174, 1.89184, -2.51753], [0.12475, 3.63612, -0.62165], [-4.46268, 1.51080, -0.26874], [4.18982, 0.09062, -1.17907], [-2.00928, -2.73386, 1.69088], [-4.27511, 1.84964, -2.63249], [-2.25788, 1.74142, -1.28267], [1.72677, 1.78736, 4.26632], [3.44574, 1.14902, 2.45125], [-0.10550, -4.47541, 0.65148], [0.94388, -4.19090, -2.67631], [-0.66777, -2.59840, 2.03711], [-2.39098, -3.72215, 0.80395], [0.28031, -3.48308, 1.54078], [3.33837, -0.80479, 3.05644], [3.36057, -0.62759, 1.45459], [2.95474, 1.77330, 1.69280], [1.50115, 3.28411, 2.71095], [0.92018, -5.28117, -2.66596], [4.50934, 1.21065, 2.21642], [1.28723, 0.78426, 4.30196], [-0.78384, -1.08260, -2.23552], [-2.29501, 2.04829, -3.40895], [-2.15292, -1.92432, -1.51362], [-0.73768, 1.45346, 3.00506], [-0.55391, -2.05470, -0.76940], [-0.41296, 2.46262, 1.77657], [-1.09066, -4.02696, -5.18149], [-2.74851, -2.04718, 2.08672], [1.68679, 2.16380, 5.28974], [3.76189, 1.12432, 4.56980], [1.10217, 7.19054, 0.65782], [-1.06104, 6.17704, 1.32232], [3.61370, 2.71459, 3.86806], [-0.72482, -2.31385, -4.93967], [0.25664, 3.35432, 3.93593], [-3.42781, -3.82660, 0.51151], [1.46944, -3.83365, -1.78972], [1.51343, -3.86556, -3.54988], [0.56538, -1.67533, 3.37996], [-0.98573, -1.13294, 3.41258], [-6.14557, 1.63368, -1.59863], [-5.06944, 1.36213, 0.61686], [2.01102, 3.71209, -1.65525], [-4.73782, 1.96896, -3.60469], [0.18672, 1.64234, -2.57698], [-2.62913, 1.39636, 0.81229], [2.61734, 5.94389, -0.85159], [-2.34963, -2.92286, -4.60038], [1.32371, -3.38070, 1.81635], [-1.69588, 3.96550, 0.48651], [0.62326, -5.15729, 0.23463]],
  "lowdin_charge": [0.77, 1.12, 0.57, 0.47, -0.26, -0.31, -0.27, -0.43, 0.16, 0.18, 0.03, -0.06, -0.02, -0.07, -0.15, -0.31, -0.20, -0.17, -0.11, -0.15, -0.25, -0.10, -0.18, -0.14, -0.28, -0.10, -0.16, -0.10, -0.13, -0.41, -0.11, -0.16, -0.02, -0.09, -0.41, -0.20, -0.29, -0.04, -0.14, -0.33, -0.04, -0.03, 0.09, 0.04, 0.10, 0.12, 0.04, 0.10, 0.09, 0.02, 0.09, 0.05, 0.07, 0.00, 0.02, 0.04, 0.12, 0.11, 0.11, 0.10, 0.10, 0.12, 0.04, 0.11, 0.13, 0.02, 0.04, 0.09, 0.10, 0.10, 0.09, 0.09, 0.10, -0.07, 0.07, 0.10, 0.04, 0.12, 0.09, 0.12],
  "multiplicity": 1,
  "homo_energy_ha": -0.2706,
  "de_lowest_kcal_mol": 0.0,
  "energy_ev": -140452.645
}

Entry 2:
{
  "formula": "C28H38Cl2N3OSiTi",
  "method": "the ωB97M-V functional and the def2-TZVPD basis",
  "elements": ["Ti", "Cl", "Cl", "Si", "O", "N", "N", "N", "C", "C", "C", "C", "C", "C", "C", "C", "C", "C", "C", "C", "C", "C", "C", "C", "C", "C", "C", "C", "C", "C", "C", "C", "C", "C", "C", "C", "H", "H", "H", "H", "H", "H", "H", "H", "H", "H", "H", "H", "H", "H", "H", "H", "H", "H", "H", "H", "H", "H", "H", "H", "H", "H", "H", "H", "H", "H", "H", "H", "H", "H", "H", "H", "H", "H"],
  "positions_angstrom": [[0.52168, -0.75363, 0.05942], [2.44563, -0.03718, -3.04285], [0.11764, -1.71703, -2.37775], [-1.65986, 1.59513, -0.83764], [-0.23236, 0.91173, -0.45943], [-0.05171, -2.92846, 0.57074], [0.66539, 0.01663, 2.17649], [2.57287, -1.39057, 0.01580], [-2.76824, 3.46036, -2.67228], [1.49025, -1.43303, -3.50270], [-3.52872, 2.86305, 0.93924], [-1.50598, 2.63311, -2.40742], [-3.89545, 3.64009, 2.02962], [7.84840, -2.22047, -0.07631], [1.20418, -0.81377, 3.27430], [3.70795, -1.58769, -0.00290], [-1.21863, 3.24350, 1.43998], [-4.60418, -1.20099, -2.02547], [0.13391, -1.69037, 3.90849], [-2.89209, 0.16502, -0.97428], [7.15420, -2.35192, 1.11974], [-2.91946, 4.21860, 2.82894], [-2.18554, 2.65127, 0.62158], [-3.66435, -1.90391, 0.06516], [-2.86173, -0.77218, 0.06505], [-0.32899, 3.59409, -2.17597], [-3.79446, -0.06984, -2.01135], [5.12044, -1.80600, -0.02460], [-1.17754, 1.75269, -3.61913], [7.18134, -1.87941, -1.24592], [5.78764, -2.14474, 1.15369], [5.81446, -1.67059, -1.22801], [-1.57756, 4.02061, 2.53333], [-0.70414, -2.53086, 2.94173], [0.09518, -3.40586, 1.96987], [-4.53573, -2.12482, -0.99408], [-5.17072, -3.00107, -1.00439], [-0.16779, 3.10366, 1.20438], [-0.81447, 4.48000, 3.14951], [-2.22030, -0.58222, 0.92390], [-4.30382, 2.40805, 0.33090], [0.48382, -3.53753, -0.04267], [8.91754, -2.38299, -0.09621], [-1.36950, -3.15796, 3.53555], [-1.03651, 2.37771, -4.50709], [-0.24840, 1.19884, -3.45467], [5.23588, -2.24177, 2.07909], [-0.52618, 4.27778, -1.34646], [7.72912, -1.77420, -2.17203], [-1.96562, 1.03170, -3.84286], [-0.16339, 4.20151, -3.07158], [0.59372, 3.05133, -1.95889], [-3.20376, 4.82536, 3.67893], [-1.36104, -1.87796, 2.36044], [-1.02460, -3.04847, 0.29064], [-0.22474, -4.44632, 2.04380], [5.28269, -1.39383, -2.12890], [2.00817, -1.42507, 2.85744], [-3.87189, 0.63104, -2.83232], [-2.61205, 4.11097, -3.53877], [0.63073, -2.34598, 4.62772], [1.15988, -3.38753, 2.21021], [-3.01406, 4.09801, -1.82050], [-3.64166, 2.84035, -2.88576], [-0.54165, -1.06017, 4.49319], [7.68076, -2.61495, 2.02660], [1.65044, -0.19073, 4.05209], [-0.21729, 0.44738, 2.44911], [2.11018, -2.32111, -3.48509], [-4.94238, 3.79329, 2.25828], [-3.63803, -2.59734, 0.89931], [1.05029, -1.26957, -4.47914], [-5.29402, -1.35816, -2.84468], [1.28618, 0.80541, 2.00586]],
  "lowdin_spin": [1.68, 0.01, 0.02, 0.01, 0.02, 0.02, 0.02, 0.03, 0.00, 0.01, 0.00, 0.00, 0.00, 0.01, 0.00, 0.07, 0.00, 0.00, 0.00, 0.00, 0.00, 0.00, 0.00, 0.00, 0.01, 0.00, 0.00, 0.01, 0.00, 0.00, 0.01, 0.01, 0.00, 0.00, 0.00, 0.00, 0.00, 0.00, 0.00, 0.01, 0.00, 0.00, 0.00, 0.00, 0.00, 0.00, 0.00, 0.00, 0.00, 0.00, 0.00, 0.00, 0.00, 0.00, 0.00, 0.00, 0.00, 0.00, 0.00, 0.00, 0.00, 0.00, 0.00, 0.00, 0.00, 0.00, 0.00, 0.00, 0.00, 0.00, 0.00, 0.00, 0.00, 0.00],
  "multiplicity": 3,
  "homo_energy_ha": [-0.3268, -0.4036],
  "de_lowest_kcal_mol": 0.0,
  "total_charge": 1,
  "energy_ev": -92207.365
}

Entry 3:
{
  "formula": "C28H38ClFN4",
  "method": "the ωB97M-V functional and the def2-TZVPD basis",
  "elements": ["Cl", "F", "N", "N", "N", "N", "C", "C", "C", "C", "C", "C", "C", "C", "C", "C", "C", "C", "C", "C", "C", "C", "C", "C", "C", "C", "C", "C", "C", "C", "C", "C", "C", "C", "H", "H", "H", "H", "H", "H", "H", "H", "H", "H", "H", "H", "H", "H", "H", "H", "H", "H", "H", "H", "H", "H", "H", "H", "H", "H", "H", "H", "H", "H", "H", "H", "H", "H", "H", "H", "H", "H"],
  "positions_angstrom": [[-8.97503, 6.25372, 6.62877], [-1.94807, 6.97647, 1.64864], [-1.11277, 8.72922, 0.58923], [-7.51884, 6.84089, 4.37890], [-0.11127, 7.95609, 2.59227], [-5.26168, 7.24321, 3.46754], [-1.94312, 7.89661, -1.58468], [0.82776, 7.28636, 6.66056], [-6.86317, 8.05468, 5.06864], [-0.50101, 6.70456, 4.71143], [-8.90083, 6.61870, 4.84729], [0.06878, 7.79173, 4.00145], [-4.36961, 9.21933, -1.07001], [1.38456, 8.33849, 5.95448], [-3.36646, 9.23334, -0.05318], [-1.40513, 8.16719, 1.90122], [0.27414, 8.55493, 0.43491], [-2.11136, 8.62809, -0.40013], [-2.93271, 8.02366, -2.58551], [-7.60265, 7.13168, 2.89357], [0.82954, 8.16056, 1.61938], [-3.58011, 9.91542, 1.14792], [1.00076, 8.64138, 4.64506], [-1.39955, 5.69479, 4.07349], [-5.48516, 8.25820, 4.48922], [1.25647, 6.95987, 8.05286], [-0.13443, 6.49906, 6.03659], [-6.20432, 7.35466, 2.34738], [1.63830, 9.81898, 3.96810], [-5.26784, 5.88359, 4.02796], [-0.75587, 7.03370, -1.92927], [-4.12958, 8.69027, -2.32569], [-5.17518, 8.86233, -3.38759], [-6.64545, 5.59230, 4.57760], [-4.58569, 10.24672, 1.35617], [-5.29000, 9.75679, -0.86494], [-9.33501, 5.74944, 4.32264], [-2.23338, 6.20565, 3.59265], [-6.83324, 7.83872, 6.13917], [0.10196, 7.66015, -2.21675], [-7.50610, 8.91598, 4.85473], [-5.28576, 9.91484, -3.67195], [-4.90939, 8.29308, -4.27669], [-8.21493, 8.02996, 2.77261], [0.73940, 8.59069, -0.51623], [2.15308, 8.94329, 6.41512], [-6.62683, 5.37343, 5.64875], [0.91887, 10.43993, 3.40985], [2.10845, 10.45513, 4.73075], [-9.49890, 7.53077, 4.68006], [-7.12858, 4.77784, 4.02246], [-1.99804, 8.86993, 2.49630], [0.39340, 6.86442, 8.71725], [-8.07588, 6.26740, 2.41657], [1.79230, 6.00557, 8.09422], [-5.95228, 6.58286, 1.61418], [-5.39734, 9.23308, 4.00286], [-0.85614, 5.10145, 3.32715], [-4.51753, 5.83769, 4.82386], [-6.15117, 8.52322, -3.02863], [-4.71859, 8.12592, 5.25847], [-2.76536, 10.42813, 1.64361], [-0.44495, 6.36484, -1.10867], [-5.02279, 5.18472, 3.22402], [-1.84129, 5.01550, 4.81205], [-2.74638, 7.63010, -3.57558], [-0.57237, 5.66956, 6.57536], [1.84693, 8.00357, 1.88541], [1.91419, 7.73491, 8.44812], [-6.09967, 8.35494, 1.91714], [2.44353, 9.51508, 3.27926], [-0.98174, 6.39703, -2.80205]],
  "lowdin_charge": [0.66, 0.09, 0.05, -0.27, 0.04, -0.16, -0.15, -0.26, -0.06, -0.19, -0.46, -0.12, 0.03, 0.01, -0.18, -0.28, -0.02, -0.08, 0.08, -0.07, -0.01, 0.18, -0.19, -0.04, -0.14, -0.04, 0.00, -0.13, -0.04, -0.13, -0.03, -0.24, -0.03, -0.07, 0.08, 0.13, 0.11, 0.05, 0.12, 0.09, 0.15, 0.10, 0.09, 0.14, 0.11, 0.12, 0.12, 0.09, 0.09, 0.11, 0.15, 0.15, 0.09, 0.15, 0.10, 0.14, 0.13, 0.10, 0.13, 0.09, 0.14, 0.10, 0.10, 0.14, 0.08, 0.14, 0.12, 0.13, 0.08, 0.11, 0.08, 0.10],
  "multiplicity": 1,
  "homo_energy_ha": -0.4481,
  "total_charge": 2,
  "energy_ev": -50835.611
}

Q: What is the formula in the second record?
A: C28H38Cl2N3OSiTi